Record 1
C8H12N5PS | ωB97M-V with the def2-TZVPD basis set

Geometry (Å):
C: 2.23739 -1.64024 -0.44121
N: 1.24889 -0.52457 0.01682
C: 0.97729 -0.66655 1.38258
P: -0.06433 -0.39615 -1.15154
S: 0.07137 -1.47810 -2.72112
N: -0.24132 1.33246 -1.40811
C: -0.33014 2.46993 -0.60958
C: -0.51090 3.53498 -1.44719
N: -0.49414 3.06448 -2.71994
C: -0.36932 1.78143 -2.72620
N: -1.53664 -0.79466 -0.36588
C: -2.54768 -0.02462 0.25039
C: -3.50762 -0.88989 0.62067
N: -3.09393 -2.21391 0.34207
C: -1.97923 -2.10681 -0.32644
H: 2.95854 -1.79254 0.37501
H: 1.89241 -2.72282 -0.62507
H: 2.68145 -1.14882 -1.21755
H: 0.37398 -1.53497 1.71854
H: 1.96989 -0.69896 1.80843
H: 0.54099 0.32117 1.91180
H: -0.31529 2.33435 0.39581
H: -0.65426 4.64169 -1.21879
H: -0.37883 1.08805 -3.65261
H: -2.40308 1.11522 0.12065
H: -4.51022 -0.60379 1.17647
H: -1.40150 -2.90654 -0.69927

Structure (SMILES): CN(C)P(=S)(n1ccnc1)n1ccnc1
Total charge: 0
Relative energy (zero: lowest compared OMol25 entry of this formula, charge and spin) in kcal per mole: 0.20
Largest force on an atom in hartree/bohr: 0.082

Atomic partial charges in e from the natural (NBO) method, atoms 1 to 2: -0.4114, -0.7528


Record 2
C8H12N6 | ωB97M-V with the def2-TZVPD basis set

Geometry (Å):
C: 1.73967 1.87856 -0.90493
C: 0.18836 1.57506 -0.78365
C: -0.04119 0.52079 0.35114
C: 0.29186 1.08609 1.67448
N: -1.39610 0.09699 0.06743
C: -1.85114 -1.16275 0.24544
N: -3.16669 -1.16993 0.04628
C: -3.42456 0.05738 -0.39982
N: -2.38999 0.87611 -0.42295
N: 0.81436 -0.72376 0.15394
N: 1.20439 -1.51825 1.06979
C: 1.53681 -2.63442 0.39066
C: 1.19646 -2.42894 -0.94207
N: 0.72949 -1.18179 -1.06399
H: 2.13951 0.97334 -1.31226
H: 1.92783 2.71977 -1.56134
H: 2.07796 1.98517 0.05588
H: -0.32232 2.37711 -0.34982
H: -0.16229 1.11468 -1.67108
H: 0.38463 0.26510 2.41154
H: 1.16529 1.57241 1.68786
H: -0.41501 1.82610 1.93907
H: -1.30765 -1.97190 0.57088
H: -4.36174 0.42357 -0.54755
H: 2.04485 -3.41302 1.03733
H: 1.39724 -3.14347 -1.74228

Structure (SMILES): CC[C@@](C)(n1cncn1)n1nccn1
Total charge: 0
Relative energy (zero: lowest compared OMol25 entry of this formula, charge and spin) in kcal per mole: 29.20
Largest force on an atom in hartree/bohr: 0.086

Atomic partial charges in e from the natural (NBO) method, atoms 1 to 2: -0.6075, -0.3874


Record 3
C8H12NO3 | ωB97M-V with the def2-TZVPD basis set

Geometry (Å):
C: -1.01049 1.98274 0.56330
C: -2.23081 -0.81401 0.23727
C: 0.43969 -0.53801 0.43745
C: -0.86121 -0.02487 -0.07104
C: 0.22756 -0.36318 -1.04436
C: 0.94315 0.74724 -1.76618
C: 0.13601 -1.63681 -1.85390
C: 1.32439 -0.22559 2.60252
N: -0.94343 2.88657 -0.31998
O: -2.01023 -2.01642 0.29200
O: -3.24680 -0.14832 0.20428
O: 1.45477 0.18114 1.30880
H: -1.33612 2.12312 1.66932
H: 0.33317 -1.60686 0.70949
H: 0.61131 1.79351 -1.54444
H: 0.97682 0.43315 -2.76562
H: 1.92396 0.70450 -1.29318
H: -0.02894 -1.59767 -2.94324
H: -0.61496 -2.31691 -1.57040
H: 0.99006 -2.25855 -1.63085
H: 1.40013 -1.39137 2.57661
H: 0.41995 0.10891 3.14619
H: 2.25613 0.14248 3.09931
H: -1.15410 3.83522 -0.04335

Total charge: -1
Relative energy (zero: lowest compared OMol25 entry of this formula, charge and spin) in kcal per mole: 121.86
Largest force on an atom in hartree/bohr: 0.091

Atomic partial charges in e from the natural (NBO) method, atoms 1 to 2: 0.1762, 0.7655


Record 4
C8H12NO3 | ωB97M-V with the def2-TZVPD basis set

Geometry (Å):
C: 2.95613 -0.14401 1.56934
C: 2.58940 -0.41565 0.07351
C: 1.43715 0.56787 -0.32238
C: 1.37044 0.66381 -1.88223
N: 0.20030 0.35577 0.45295
O: -0.35863 -0.94210 0.24330
C: -1.68718 -1.13155 0.08440
O: -2.20249 -2.26543 0.04756
C: -2.62322 0.02209 0.20009
C: -4.08660 -0.38228 0.23804
C: -2.32485 1.26428 -0.03302
O: -2.28615 2.38828 -0.33141
H: 2.08780 0.32070 1.98998
H: 3.08868 -1.13883 1.95726
H: 3.88712 0.38175 1.74140
H: 3.52788 -0.41665 -0.51472
H: 2.14948 -1.44462 0.08644
H: 1.62981 1.61553 0.05049
H: 0.72303 1.47537 -2.07622
H: 2.33493 0.86472 -2.24109
H: 0.77189 -0.17097 -2.33914
H: -4.69184 0.06458 -0.45445
H: -4.35011 -0.09954 1.28264
H: -4.14298 -1.43313 0.17726

Structure (SMILES): CC[C@@H](C)[N-]OC(=O)C(C)=C=O
Total charge: -1
Relative energy (zero: lowest compared OMol25 entry of this formula, charge and spin) in kcal per mole: 105.43
Largest force on an atom in hartree/bohr: 0.076

Atomic partial charges in e from the natural (NBO) method, atoms 1 to 2: -0.6252, -0.4269


Record 5
C8H12NO3PS | ωB97M-V with the def2-TZVPD basis set

Geometry (Å):
C: 0.56724 -0.39731 -0.09604
C: 2.46603 -1.74175 -0.57359
C: 1.95400 -0.60943 0.12112
C: 0.00375 -1.24884 -1.04387
C: 1.63561 0.06939 3.01141
C: -2.73076 1.33581 -0.98875
C: 2.15896 0.92760 1.92784
C: -1.67497 1.25353 -2.07295
N: -1.20775 -1.42337 -1.37148
O: -3.67435 -1.89180 -1.62326
O: 2.78764 0.14526 0.88647
O: -1.56853 -0.01456 -2.63725
P: -2.53624 -2.31502 -0.80739
S: 1.22653 -2.46646 -1.59938
H: -0.12165 0.27392 0.37177
H: 3.43452 -2.21638 -0.40401
H: 1.05470 0.69347 3.67973
H: 0.96455 -0.84590 2.70313
H: 2.49044 -0.57258 3.60019
H: -3.31045 0.50204 -1.08352
H: -2.39382 1.39773 0.07242
H: -3.26537 2.29300 -1.14129
H: 2.99242 1.58638 2.24352
H: 1.32567 1.57952 1.48798
H: -0.68106 1.71955 -1.70701
H: -1.89709 1.96622 -2.95580

Total charge: 0
Relative energy (zero: lowest compared OMol25 entry of this formula, charge and spin) in kcal per mole: 60.53
Largest force on an atom in hartree/bohr: 0.085

Atomic partial charges in e from the natural (NBO) method, atoms 1 to 2: -0.3162, -0.3920


Record 6
C8H12O | ωB97M-V with the def2-TZVPD basis set

Geometry (Å):
C: -2.38630 -1.92581 0.34461
C: -1.66231 -1.00574 0.03949
C: -1.51349 1.36062 -0.67542
C: -0.88244 0.10163 -0.32265
C: 1.17196 -1.23949 -0.85172
C: 0.71155 -0.24222 1.51583
C: 1.30454 1.31819 -0.39276
C: 0.62236 -0.02957 0.03415
O: -1.76575 1.55230 0.68629
H: -2.89228 -2.66947 0.79501
H: -0.88025 2.08207 -1.21607
H: -2.54771 1.38811 -1.25793
H: 1.87838 -0.84935 -1.54772
H: 0.42750 -1.90567 -1.30893
H: 1.68112 -1.88534 -0.17487
H: 1.78875 -0.16287 1.80322
H: 0.17556 0.46201 2.18865
H: 0.22155 -1.14840 1.73510
H: 2.47112 1.29721 -0.53273
H: 1.21056 2.04850 0.48784
H: 0.86557 1.45330 -1.34938

Total charge: 0
Relative energy (zero: lowest compared OMol25 entry of this formula, charge and spin) in kcal per mole: 127.67
Largest force on an atom in hartree/bohr: 0.087

Atomic partial charges in e from the natural (NBO) method, atoms 1 to 2: -0.1169, -0.0689


Record 7
C8H12O2 | ωB97M-V with the def2-TZVPD basis set

Geometry (Å):
C: 0.63613 -1.87794 -0.05484
C: 1.04973 -0.41442 0.10088
C: 2.06181 -0.24591 1.24627
O: 1.61345 0.00367 -1.12581
C: -0.16057 0.43786 0.39037
C: -1.22187 0.32929 1.49516
C: -2.17461 0.83286 0.71685
C: -1.21384 0.99454 -0.47588
C: -1.50565 0.85495 -1.93047
O: -0.15157 1.80391 -0.00307
H: -0.08633 -1.97125 -0.86003
H: 0.19624 -2.24674 0.86538
H: 1.51043 -2.46997 -0.30346
H: 2.27269 0.81326 1.40470
H: 1.66051 -0.66884 2.16825
H: 2.98957 -0.75845 0.98648
H: 1.61851 0.97252 -1.12181
H: -1.15315 0.03759 2.52385
H: -3.19814 1.12494 0.84956
H: -2.12796 -0.02404 -2.08745
H: -0.58050 0.74142 -2.48579
H: -2.03487 1.73076 -2.29915

Structure (SMILES): CC(C)(O)[C@]12C=C[C@@]1(C)O2
Total charge: 0
Relative energy (zero: lowest compared OMol25 entry of this formula, charge and spin) in kcal per mole: 64.50
Largest force on an atom in hartree/bohr: 0.031

Atomic partial charges in e from the natural (NBO) method, atoms 1 to 2: -0.6099, 0.2276


Record 8
C8H12O6 | ωB97M-V with the def2-TZVPD basis set

Geometry (Å):
C: -12.08170 17.34889 14.26125
C: -12.44167 17.07124 12.80754
C: -11.45930 16.18695 12.05346
O: -12.05677 14.94778 11.91950
C: -13.38192 15.14307 12.02470
O: -14.19236 14.22058 11.81309
O: -13.61929 16.37042 12.50589
H: -11.09258 17.79560 14.36217
H: -11.85158 16.34131 14.60756
H: -12.80918 17.89880 14.85831
H: -12.63181 18.01307 12.29285
H: -10.55882 16.16953 12.66742
H: -11.19748 16.68216 11.11841
C: -12.27192 21.53013 14.25040
C: -12.05610 21.54982 12.73435
C: -10.66945 22.13932 12.40726
O: -10.14431 21.27771 11.38007
C: -10.86717 20.22198 11.35208
O: -10.69045 19.23170 10.65781
O: -11.85308 20.25737 12.27337
H: -11.37774 21.00794 14.59076
H: -13.08475 20.92887 14.65768
H: -12.24720 22.50970 14.72780
H: -12.95230 22.00074 12.30822
H: -10.14514 22.13913 13.36287
H: -10.93035 23.16786 12.15800

Structure (SMILES): C[C@H]1COC(=O)O1.C[C@H]1COC(=O)O1
Total charge: 0
Relative energy (zero: lowest compared OMol25 entry of this formula, charge and spin) in kcal per mole: 32.48
Largest force on an atom in hartree/bohr: 0.098

Atomic partial charges in e from the natural (NBO) method, atoms 1 to 2: -0.6419, 0.0667


Record 9
C8H12OS | ωB97M-V with the def2-TZVPD basis set

Geometry (Å):
C: 1.59829 -0.27334 1.26880
C: 0.66821 -0.67355 0.13784
C: 1.08477 -1.92996 -0.69862
C: -0.59230 -0.24486 0.10175
C: -1.19029 0.78090 1.06291
C: -2.47141 1.14267 0.51162
C: -2.97201 0.31984 -0.38183
S: -1.94616 -0.96830 -0.78075
H: 2.64536 -0.07824 0.85048
H: 1.23740 0.61766 1.78556
H: 1.60655 -1.17107 1.82708
H: 1.87386 -1.73753 -1.45363
H: 0.20891 -2.21014 -1.32281
H: 1.07246 -2.69671 0.01358
H: -1.22079 0.58086 2.19785
H: -0.40794 1.64971 1.05072
H: -2.89327 2.07329 0.74382
H: -3.93715 0.47240 -0.76935
C: 1.37364 1.04513 -1.48936
O: 0.93037 2.07714 -1.03001
H: 2.42906 0.75184 -1.38164
H: 0.90243 0.47224 -2.24401

Structure (SMILES): CC(C)=C1CC=CS1.C=O
Total charge: 0
Relative energy (zero: lowest compared OMol25 entry of this formula, charge and spin) in kcal per mole: 54.75
Largest force on an atom in hartree/bohr: 0.077

Atomic partial charges in e from the natural (NBO) method, atoms 1 to 2: -0.6355, -0.0321


Record 10
C8H12SSi | ωB97M-V with the def2-TZVPD basis set

Geometry (Å):
C: -0.82105 0.34339 2.10785
C: 1.52824 0.32892 1.67661
C: -1.07079 0.42495 0.75371
C: 1.28403 0.41264 0.32038
C: 0.48181 0.29501 2.59218
C: -0.02297 0.47570 -0.16697
C: 0.75593 0.19014 4.05973
C: -1.46206 -2.10639 -4.41264
Si: -0.39695 0.61493 -1.98092
S: 1.37172 1.20751 -3.06682
H: -1.65614 0.32185 2.79744
H: 2.54978 0.29736 2.03017
H: -2.09051 0.46294 0.39858
H: 2.11582 0.45480 -0.36897
H: -0.08553 0.55658 4.64247
H: 0.92401 -0.85539 4.32972
H: 1.64876 0.75034 4.32802
H: -1.45364 -2.98010 -3.79426
H: -2.39304 -1.62723 -4.62350
H: -0.61071 -1.88720 -5.02159
H: -1.51665 1.47276 -2.34217
H: 0.91994 0.84650 -4.25902

2S+1: 3
Total charge: 0
Relative energy (zero: lowest compared OMol25 entry of this formula, charge and spin) in kcal per mole: 0.00
Largest force on an atom in hartree/bohr: 0.017

Atomic partial charges in e from the natural (NBO) method, atoms 1 to 2: -0.2201, -0.2205


Record 11
C8H13BI2IrN4O | ωB97M-V with the def2-TZVPD basis set

Geometry (Å):
Ir: 0.12185 -0.32103 0.13620
I: 2.77832 0.30679 -0.54965
C: 2.38829 2.40324 -0.56558
I: 0.30171 2.72365 -0.49050
H: 2.78772 2.81140 -1.48686
H: 2.85122 2.83538 0.31334
B: -2.49923 0.10262 2.52371
N: -2.85214 0.09369 1.09463
C: -4.13427 0.18198 0.63415
C: -4.11686 0.15241 -0.73205
C: -2.76171 0.04192 -1.06487
N: -2.00947 0.00767 0.03168
N: -1.11885 -0.01055 3.02139
C: -0.79474 0.01412 4.34683
C: 0.56070 -0.10850 4.47421
C: 1.02886 -0.21074 3.16034
N: 0.02159 -0.14649 2.29406
H: -3.29661 -0.58865 3.20031
H: -3.14332 0.98258 3.14834
H: -4.95316 0.25743 1.33118
H: -4.95564 0.20056 -1.40356
H: -2.30242 -0.01807 -2.03910
H: -1.56936 0.12085 5.08902
H: 1.13695 -0.12531 5.38198
H: 2.03964 -0.32973 2.80451
C: 0.38458 -3.58171 -0.31718
O: 0.22692 -2.18132 -0.08767
H: -0.60781 -4.00942 -0.45079
H: 0.87920 -4.00383 0.55617
H: 0.98734 -3.71358 -1.21460

2S+1: 6
Total charge: +2
Relative energy (zero: lowest compared OMol25 entry of this formula, charge and spin) in kcal per mole: 2.48
Largest force on an atom in hartree/bohr: 0.006

Atomic partial charges in e from the Löwdin method, atoms 1 to 2: 1.0794, 0.9586


Record 12
C8H13Cl3IN3O4RhSSi | ωB97M-V with the def2-TZVPD basis set

Geometry (Å):
Rh: 0.37047 0.16058 -0.77045
N: -3.27831 0.22385 -1.31374
C: -2.62371 -0.84845 -0.91062
O: -1.38565 -0.89470 -0.74661
C: -3.40873 -2.09120 -0.61871
I: -4.40071 -1.88804 1.25725
H: -2.78626 1.06494 -1.58337
H: -4.28275 0.21118 -1.38581
H: -2.73415 -2.93550 -0.54514
H: -4.17491 -2.27089 -1.36710
Cl: -1.25138 2.62888 -2.62787
Si: -0.22971 2.34500 -0.87416
Cl: -1.53898 2.84580 0.60878
Cl: 1.33008 3.61281 -0.79616
N: 2.72521 0.08869 1.47437
C: 1.50636 0.06153 2.05108
C: 1.42482 -0.06629 3.45614
C: 0.21226 -0.13288 4.07448
C: -0.95022 -0.05983 3.29624
C: -0.81137 0.07047 1.94817
N: 0.38504 0.11638 1.30054
H: 3.51991 0.16741 2.08365
H: 2.85268 0.37247 0.51606
H: 2.34720 -0.10840 4.01873
H: 0.15430 -0.23149 5.14999
H: -1.93728 -0.09391 3.73128
H: -1.68498 0.16318 1.32677
C: 3.05135 -1.07503 -3.06289
S: 2.19140 0.41450 -2.71527
O: 0.72197 0.12552 -2.82339
O: 2.69450 1.46172 -3.52295
O: 2.32492 0.62663 -1.20953
H: 2.88342 -1.31035 -4.11215
H: 2.67528 -1.86716 -2.42156
H: 4.10796 -0.88738 -2.88600

Total charge: +1
Relative energy (zero: lowest compared OMol25 entry of this formula, charge and spin) in kcal per mole: 9.52
Largest force on an atom in hartree/bohr: 0.004

Atomic partial charges in e from the natural (NBO) method, atoms 1 to 2: 0.7105, -0.7554